{"formula": "H28O14", "method": "wB97M-V/def2-TZVPD", "elements": ["H", "H", "H", "H", "H", "H", "H", "H", "H", "H", "H", "H", "H", "H", "H", "H", "H", "H", "H", "H", "H", "H", "H", "H", "H", "H", "H", "H", "O", "O", "O", "O", "O", "O", "O", "O", "O", "O", "O", "O", "O", "O"], "positions_angstrom": [[0.482, -0.128, 0.162], [-0.658, 0.150, -0.803], [1.288, -3.220, -0.009], [1.209, -1.748, 0.363], [2.098, 4.233, 0.635], [0.678, 4.625, 1.008], [-3.793, -2.535, -0.963], [-4.659, -1.336, -0.612], [-3.261, 1.465, 1.301], [-3.701, 2.378, 2.433], [2.254, 2.899, -1.205], [2.111, 2.088, -2.484], [2.819, 0.501, 2.999], [1.388, 1.008, 3.065], [-3.901, -0.074, 2.568], [-5.359, -0.477, 2.718], [4.774, -2.780, -1.097], [3.645, -1.971, -1.714], [1.801, -3.904, 1.811], [1.784, -2.686, 2.720], [-1.822, -1.731, -0.891], [-0.763, -2.726, -1.337], [0.687, 2.615, -0.053], [-0.830, 2.541, -0.018], [-2.873, -0.098, -2.971], [-3.301, 1.147, -3.731], [4.027, 0.992, -0.828], [5.531, 0.788, -0.904], [-0.477, -0.177, 0.085], [1.759, -2.532, 0.474], [1.192, 4.204, 0.309], [-4.492, -1.974, -1.316], [-3.561, 2.364, 1.480], [1.618, 2.669, -1.893], [2.081, 0.615, 3.608], [-4.492, -0.832, 2.492], [4.207, -2.738, -1.875], [1.208, -3.243, 2.185], [-0.932, -1.780, -1.256], [-0.059, 2.131, -0.425], [-3.057, 0.224, -3.861], [4.799, 0.816, -0.278]], "gap_ev": 7.9306, "energy_ev": -29114.4378, "e_homo_ev": -8.330, "e_lumo_ha": -0.0147}

{"formula": "H28O14", "method": "wB97M-V/def2-TZVPD", "elements": ["O", "H", "H", "O", "H", "H", "O", "H", "H", "O", "H", "H", "O", "H", "H", "O", "H", "H", "O", "H", "H", "O", "H", "H", "O", "H", "H", "O", "H", "H", "O", "H", "H", "O", "H", "H", "O", "H", "H", "O", "H", "H"], "positions_angstrom": [[4.460, -2.958, 0.507], [4.157, -3.429, 1.287], [4.051, -3.345, -0.272], [2.687, -2.196, -1.675], [3.373, -1.577, -1.588], [2.307, -2.263, -0.800], [-0.912, 0.342, -0.352], [-1.126, -0.482, -0.810], [-1.724, 0.792, -0.082], [-1.756, -2.121, 0.032], [-2.092, -2.958, 0.356], [-1.224, -1.706, 0.720], [-0.884, 1.503, -2.988], [-1.127, 1.504, -3.924], [-1.260, 2.359, -2.751], [1.154, 2.493, 0.491], [1.288, 2.492, -0.491], [0.255, 2.632, 0.780], [-0.555, -1.677, -2.944], [-0.171, -2.161, -2.217], [-1.510, -1.591, -2.803], [-3.030, -1.120, -2.097], [-3.799, -1.468, -1.652], [-3.312, -0.415, -2.678], [-2.973, 2.052, 0.571], [-2.761, 2.914, 0.216], [-3.034, 2.196, 1.520], [1.499, 2.444, -2.147], [0.780, 1.797, -2.191], [2.352, 2.002, -2.109], [1.888, 0.745, 3.474], [1.073, 0.703, 2.966], [1.921, 1.617, 3.877], [2.863, 2.285, 2.566], [2.793, 2.671, 1.692], [2.314, 1.504, 2.584], [0.014, -0.610, 1.884], [0.766, -1.091, 1.542], [-0.132, 0.056, 1.191], [-3.112, -1.479, 2.467], [-2.609, -0.654, 2.498], [-2.892, -1.805, 3.350]], "gap_ev": 9.1881, "energy_ev": -29117.5971, "e_homo_ev": -9.500, "e_lumo_ha": -0.0115}

{"formula": "H28O18P", "method": "wB97M-V/def2-TZVPD", "elements": ["P", "O", "O", "O", "O", "O", "H", "H", "O", "H", "H", "O", "H", "H", "O", "H", "H", "O", "H", "H", "O", "H", "H", "O", "H", "H", "O", "H", "H", "O", "H", "H", "O", "H", "H", "O", "H", "H", "O", "H", "H", "O", "H", "H", "O", "H", "H"], "positions_angstrom": [[0.074, 0.245, 0.368], [0.921, 1.540, 0.118], [0.223, -0.062, 1.902], [0.791, -0.975, -0.367], [-1.443, 0.427, -0.047], [-3.121, -1.529, -0.052], [-2.403, -0.832, -0.151], [-3.816, -1.244, -0.648], [2.705, 3.239, -0.493], [2.416, 3.637, -1.318], [2.028, 2.521, -0.314], [-0.417, 3.787, 0.274], [-1.296, 3.552, -0.048], [0.093, 2.928, 0.246], [-0.733, -3.298, -0.321], [-1.658, -3.033, -0.295], [-0.237, -2.446, -0.345], [2.396, -3.114, -1.089], [2.527, -3.781, -0.412], [1.840, -2.443, -0.650], [2.808, -0.331, -1.970], [2.690, 0.612, -1.916], [2.096, -0.716, -1.386], [-2.769, 2.564, -0.601], [-2.350, 1.743, -0.202], [-2.708, 2.427, -1.547], [1.028, 2.313, 2.964], [1.173, 2.870, 2.194], [0.813, 1.427, 2.583], [-2.141, 0.029, -2.608], [-2.271, 0.891, -3.010], [-1.748, 0.221, -1.714], [0.771, 1.757, -2.532], [0.185, 1.057, -2.839], [0.918, 1.553, -1.564], [0.015, -1.903, -2.818], [-0.828, -1.450, -2.873], [0.365, -1.674, -1.921], [1.780, -2.542, 1.713], [1.394, -2.509, 2.592], [1.293, -1.852, 1.212], [0.589, -0.784, 4.501], [0.519, 0.049, 4.972], [0.644, -0.520, 3.557], [-1.802, -1.619, 2.635], [-2.316, -1.710, 1.831], [-1.039, -1.023, 2.389]], "gap_ev": 7.6732, "charge": -3, "energy_ev": -46603.7546, "e_homo_ev": -0.629, "e_lumo_ha": 0.2589}

{"formula": "H29O14", "method": "wB97M-V/def2-TZVPD", "elements": ["O", "H", "O", "H", "H", "O", "H", "H", "O", "H", "H", "O", "H", "H", "O", "H", "H", "O", "H", "H", "O", "H", "H", "O", "H", "H", "O", "H", "H", "O", "H", "H", "O", "H", "H", "O", "H", "H", "O", "H", "H", "H", "H"], "positions_angstrom": [[1.932, 1.218, 1.394], [-1.850, 3.104, -1.783], [-1.695, 2.348, 1.498], [-1.721, 2.320, 2.612], [-0.909, 4.188, -2.621], [0.433, -0.344, -3.149], [0.234, -4.842, 1.878], [0.680, -0.756, -2.308], [2.477, -2.437, 0.872], [1.734, -1.902, 0.877], [2.434, -3.185, 0.256], [-0.238, -2.705, -3.677], [-0.430, -2.009, -3.270], [-0.961, -3.119, -4.171], [4.338, -0.850, 0.520], [0.198, 4.601, 1.269], [4.365, -1.058, -0.385], [1.396, 2.843, -1.076], [0.578, 2.328, -1.491], [1.309, 2.371, -0.124], [-0.930, -0.431, 2.151], [-1.834, -0.804, 2.537], [-0.663, -1.343, 1.863], [-3.438, 0.782, -0.784], [-2.919, -0.021, -0.921], [2.414, 1.732, 2.033], [-1.004, 3.519, -1.750], [1.002, -0.738, -0.187], [0.542, -0.866, -3.921], [-0.656, -4.427, 1.704], [4.224, -1.683, 0.818], [-2.440, -2.425, 1.875], [-3.149, -1.889, 2.088], [-4.362, 0.763, -1.271], [-3.722, -1.933, 1.400], [0.295, -1.024, -0.779], [-1.505, 1.301, 1.556], [-0.345, -0.685, -0.338], [0.467, 3.652, 1.142], [1.059, 3.808, -0.826], [-0.455, 3.020, 1.331], [2.674, 0.726, 0.829], [-1.162, -4.936, 1.264]], "gap_ev": 10.7413, "charge": 1, "energy_ev": -29124.3751, "e_homo_ev": -13.731, "e_lumo_ha": -0.1099}